No. 1
{
  "formula": "C5H18IO5",
  "method": "ωB97M-V/def2-TZVPD",
  "orbital_gap_ev": 8.067,
  "homo_ev": -4.9,
  "total_charge": -1,
  "lumo_ev": 3.125,
  "multiplicity": 1,
  "relative_energy_kj_mol": 22.2,
  "e_tot_ha": -875.24884,
  "symbols": ["I", "C", "O", "H", "H", "H", "H", "C", "O", "H", "H", "H", "H", "C", "O", "H", "H", "H", "H", "C", "C", "O", "O", "H", "H", "H", "H", "H", "H"],
  "coordinates": [[0.50850, 0.44170, 1.35358], [-0.70189, -2.56726, 4.42090], [0.03802, -2.74570, 3.24978], [-0.12894, -2.04014, 5.19302], [-1.66448, -2.05751, 4.26830], [-0.99425, -3.53972, 4.83241], [0.12451, -1.90536, 2.77507], [2.80296, -3.39307, 1.01035], [3.19712, -2.03310, 1.14747], [3.67465, -4.00017, 1.24630], [1.99504, -3.65080, 1.70354], [2.44245, -3.59495, -0.00438], [2.40296, -1.50022, 0.97946], [-2.80366, -0.50439, -0.73964], [-1.81532, 0.33172, -1.29384], [-3.52904, -0.72967, -1.52355], [-2.40216, -1.45047, -0.35620], [-3.33365, -0.02927, 0.09629], [-1.18880, 0.54373, -0.57419], [0.51879, 3.63821, -3.52625], [-0.20249, 2.91778, -2.41433], [0.31133, 3.28813, -1.15873], [0.49369, 5.05147, -3.41315], [0.05979, 3.34443, -4.48309], [1.56419, 3.33608, -3.57558], [-0.09492, 1.84347, -2.59890], [-1.27572, 3.15002, -2.46437], [0.40953, 2.49902, -0.60765], [-0.40823, 5.35605, -3.54261]],
  "forces_ev_per_angstrom": [[-0.068, -0.055, -0.018], [-0.515, 0.043, 0.467], [0.024, -0.380, -0.251], [-0.093, 0.076, -0.024], [0.261, 0.237, -0.138], [0.353, -0.087, -0.166], [-0.008, 0.185, 0.025], [-0.172, 0.430, 0.142], [-0.211, -0.351, -0.152], [0.007, -0.121, -0.140], [0.068, 0.001, 0.047], [0.181, -0.165, -0.030], [0.161, 0.262, 0.172], [-0.154, -0.105, 0.185], [-0.019, 0.073, 0.107], [0.019, 0.012, 0.002], [0.105, 0.051, -0.105], [0.016, 0.058, -0.096], [0.001, -0.162, -0.124], [-0.229, -0.042, -0.433], [0.006, -0.136, -0.047], [0.153, 0.016, 0.048], [0.207, 0.238, -0.035], [0.029, -0.121, 0.064], [0.074, 0.132, 0.201], [-0.113, 0.011, 0.055], [-0.010, -0.024, -0.005], [-0.014, 0.007, 0.148], [-0.058, -0.082, 0.101]],
  "lowdin_charge": [0.011, -0.202, -0.168, 0.073, 0.074, 0.068, -0.070, -0.180, -0.183, 0.067, 0.058, 0.071, -0.086, -0.205, -0.203, 0.067, 0.069, 0.072, -0.118, -0.265, -0.284, -0.087, -0.070, 0.112, 0.118, 0.114, 0.116, -0.045, 0.077]
}

No. 2
{
  "formula": "C5H18N2O4",
  "method": "ωB97M-V/def2-TZVPD",
  "orbital_gap_ev": 10.381,
  "homo_ev": -17.0,
  "total_charge": 2,
  "lumo_ev": -6.617,
  "multiplicity": 1,
  "relative_energy_kj_mol": 191.0,
  "e_tot_ha": -611.08921,
  "symbols": ["O", "C", "C", "C", "C", "C", "N", "N", "H", "H", "H", "H", "H", "H", "H", "H", "H", "H", "H", "H", "H", "H", "O", "H", "H", "O", "H", "H", "O"],
  "coordinates": [[-1.46499, 2.66573, 0.81098], [-0.59921, 2.54558, 0.01440], [-0.04635, 1.01998, -0.13016], [-0.06460, 0.44755, -1.57791], [-0.50161, -1.00484, -1.79636], [-1.72919, -1.33063, -2.17429], [0.60158, -1.91317, -1.68162], [-0.89093, 0.15854, 0.71644], [-0.03347, 3.08461, -0.70968], [0.92235, 1.02332, 0.43358], [-0.60840, 1.08778, -2.29143], [1.14065, 0.56885, -1.85339], [-2.53947, -0.63810, -2.30103], [-2.00455, -2.37425, -2.42194], [0.41982, -2.83466, -2.12072], [0.91783, -2.14197, -0.69821], [1.56298, -1.43166, -2.01169], [-0.41383, -0.79252, 0.73963], [-1.72394, 0.03698, 0.23720], [-1.04627, 0.54206, 1.67706], [-1.85316, -0.20308, 3.68004], [-0.42142, 0.33286, 3.96343], [-1.07338, 0.02136, 3.34083], [2.09320, -2.63049, 1.85517], [0.77167, -2.37334, 2.40131], [1.23525, -2.19732, 1.53561], [3.77319, 0.49306, 0.09947], [3.73854, 1.50788, -0.95242], [3.17506, 0.63012, -0.56045]],
  "forces_ev_per_angstrom": [[-0.374, 1.598, 0.095], [0.607, -4.696, -0.100], [0.108, 0.756, 0.861], [3.775, 0.739, -0.531], [-0.605, 2.660, 0.012], [0.424, -1.937, -0.209], [3.560, -0.750, 0.488], [2.359, -0.944, 0.478], [-0.122, 2.115, -0.301], [-0.275, -0.091, -1.262], [0.103, -0.159, 0.467], [-3.142, -0.398, 0.159], [0.040, 0.508, 0.046], [0.246, 0.602, 0.228], [0.371, 0.532, -0.124], [-0.828, 0.172, -0.370], [-2.563, -1.365, 0.064], [-0.848, 1.424, 0.737], [-2.561, -0.355, -0.698], [0.016, -0.505, 0.017], [-4.812, -1.215, 2.912], [-0.280, 0.085, 0.745], [5.054, 1.202, -3.308], [-1.098, 0.919, -1.325], [-0.190, 0.492, -1.310], [1.106, -1.300, 2.295], [2.458, -1.367, 3.424], [-2.652, -3.419, 0.983], [0.124, 4.696, -4.470]],
  "lowdin_charge": [0.140, -0.119, -0.235, -0.079, -0.348, 0.153, 0.216, 0.182, 0.136, 0.150, 0.137, 0.165, 0.102, 0.113, 0.194, 0.151, 0.239, 0.150, 0.122, 0.119, 0.008, 0.092, 0.045, 0.110, 0.084, -0.100, -0.028, 0.194, -0.094]
}

No. 3
{
  "formula": "C5H18NO6",
  "method": "ωB97M-V/def2-TZVPD",
  "orbital_gap_ev": 9.198,
  "homo_ev": -5.8,
  "total_charge": -1,
  "lumo_ev": 3.418,
  "multiplicity": 1,
  "relative_energy_kj_mol": 16.5,
  "e_tot_ha": -707.63047,
  "symbols": ["C", "N", "C", "O", "O", "C", "C", "C", "H", "H", "H", "H", "H", "H", "H", "H", "H", "H", "H", "H", "O", "H", "H", "O", "H", "H", "O", "H", "H", "O"],
  "coordinates": [[-1.29808, -0.66422, 1.21958], [-0.81882, -0.63012, -0.14521], [0.30627, 0.17659, -0.47294], [1.12844, 0.39448, 0.43459], [0.29464, 0.66730, -1.63786], [-1.95874, -1.98331, 1.69009], [-1.54095, -3.22330, 0.81568], [-0.18078, -3.70107, 1.33446], [-2.08652, 0.10124, 1.33418], [-0.47087, -0.37893, 1.85826], [-1.53738, -0.64441, -0.85319], [-3.05231, -1.98635, 1.70005], [-1.63673, -2.21668, 2.70605], [-2.33028, -3.97185, 0.85830], [-1.40088, -2.85048, -0.19347], [0.17399, -4.57959, 0.77348], [-0.21558, -4.14927, 2.33202], [0.53046, -2.88325, 1.25384], [1.63792, 3.22428, -0.84050], [0.52658, 2.36822, -1.33111], [0.67427, 3.25746, -0.92576], [2.71517, 0.97950, -0.62200], [3.56816, 0.86328, 0.60651], [3.64416, 0.97323, -0.34302], [-2.34359, 1.42683, -3.15545], [-1.08440, 0.75448, -2.70511], [-1.90917, 0.56758, -3.22368], [0.92999, 3.48315, 0.94198], [1.00487, 2.17914, 1.72373], [1.17331, 3.12349, 1.81372]],
  "forces_ev_per_angstrom": [[-1.012, 0.362, 0.073], [0.387, -0.226, -0.046], [-1.433, 0.041, 0.817], [0.097, -0.042, -0.156], [0.500, 0.033, -0.374], [0.355, -1.435, -0.864], [0.463, 1.146, 1.262], [-0.312, -1.360, -0.622], [0.330, 0.094, 0.157], [0.110, -0.091, 0.020], [0.111, 0.233, -0.123], [0.039, 0.602, -0.058], [-0.122, 0.192, 0.155], [0.134, -0.205, -0.051], [-0.173, -0.303, -0.248], [0.169, 0.461, -0.400], [-0.186, 0.699, 0.317], [0.201, -0.090, 0.182], [-0.058, 0.215, -0.010], [-0.298, -0.013, 0.228], [0.526, 0.004, -0.478], [-0.005, -0.266, 0.311], [-0.194, -0.014, 0.069], [0.485, 0.299, -0.446], [-0.219, -0.198, -0.187], [0.016, -0.700, -0.067], [0.153, 0.711, 0.313], [-0.138, -0.448, 0.278], [0.070, -0.162, -0.325], [0.004, 0.460, 0.275]],
  "lowdin_charge": [-0.208, 0.038, -0.691, -0.040, -0.077, -0.192, -0.257, -0.123, 0.112, 0.104, 0.116, 0.089, 0.091, 0.090, 0.082, 0.062, 0.063, 0.074, 0.039, 0.007, -0.090, -0.008, 0.017, -0.090, 0.018, -0.008, -0.108, -0.009, -0.004, -0.097]
}